Formula: C18H26N6O4
Source: the Open Molecules 2025 dataset
Level of theory: ωB97M-V/def2-TZVPD

The calculation puts the lowest unoccupied orbital energy at 0.62 eV. Its SMILES is Cc1n[nH]c(C)c1CC(=O)N1CC(=O)NC[C@H]1C(=O)N[C@H]1CCCN(C)C1=O. As for the energy above the lowest of the compared OMol25 structures with the same formula, charge and spin: 99.98 kJ/mol. The value obtained for the orbital gap is 9.48 eV.

```
! RIJCOSX wB97M-V def2-TZVPD def2/J DEFGRID3
* xyz 0 1
C -1.7885 3.2394 -2.4352
C -1.7498 3.9217 -1.0886
N -1.5017 5.2095 -1.0400
N -1.5165 5.5105 0.2572
C -1.7809 4.4411 1.0648
C -1.8415 4.5654 2.5688
C -1.9435 3.3682 0.1949
C -2.2737 1.9287 0.5603
C -1.0279 1.0322 0.7006
O -0.1070 1.1746 -0.1062
N -0.9298 0.1273 1.7142
C -2.0348 -0.2487 2.6201
C -1.6905 0.1932 4.0467
O -2.4429 0.8146 4.7827
N -0.4503 -0.1414 4.4282
C 0.5260 -0.8496 3.5672
C 0.3660 -0.5541 2.0211
C 0.6085 -1.8100 1.1415
O 0.8065 -2.9174 1.6372
N 0.6007 -1.6193 -0.1859
C 1.0550 -2.5815 -1.2067
C 0.3829 -2.3765 -2.5705
C 0.7979 -3.5216 -3.4873
C 2.3214 -3.5107 -3.6993
N 3.1145 -3.1854 -2.4876
C 4.5657 -3.3793 -2.6259
C 2.6198 -2.6622 -1.3167
O 3.3677 -2.3079 -0.4010
H -1.9348 2.1635 -2.3463
H -2.5923 3.6274 -3.0606
H -0.8552 3.3848 -2.9796
H -1.3424 6.4473 0.5894
H -2.0021 3.6018 3.0539
H -0.9150 4.9678 2.9784
H -2.6510 5.2207 2.8902
H -2.8323 1.9594 1.4905
H -2.9223 1.4738 -0.1862
H -3.0097 0.1626 2.3737
H -2.1528 -1.3318 2.6419
H -0.1963 0.1671 5.3533
H 1.5317 -0.5565 3.8736
H 0.4523 -1.9120 3.8130
H 1.1941 0.0948 1.7297
H 0.5465 -0.6421 -0.4584
H 0.7728 -3.5731 -0.8417
H -0.7018 -2.3646 -2.4514
H 0.6580 -1.4092 -2.9966
H 0.4960 -4.4788 -3.0571
H 0.2874 -3.4597 -4.4496
H 2.7042 -4.4019 -4.2000
H 2.5368 -2.6918 -4.3888
H 5.1308 -3.1636 -1.7165
H 4.7841 -4.4124 -2.8977
H 4.9598 -2.7344 -3.4119
*
```

natural (NBO) population analysis, charges in e, atoms 1 to 6: -0.638, 0.162, -0.274, -0.331, 0.167, -0.657

***

Formula: C3H2LiNaO3
Source: the Open Molecules 2025 dataset
Level of theory: ωB97M-V/def2-TZVPD

The calculation puts the lowest unoccupied orbital energy (spin up / spin down) at -4.00 / -4.17 eV. As for the energy above the lowest of the compared OMol25 structures with the same formula, charge and spin: 0.00 kJ/mol. The value obtained for the orbital gap (spin up / spin down) is 7.77 / 10.12 eV.

```
! RIJCOSX wB97M-V def2-TZVPD def2/J DEFGRID3
* xyz 1 2
O 2.4807 1.6594 0.7846
C 1.5561 2.2962 1.1778
C 0.1191 2.1161 1.1071
H -0.3169 2.9386 0.5212
H -0.3191 2.1612 2.1127
C -0.4181 0.6050 0.3525
O 0.4409 -0.1839 -0.1473
O -1.6363 0.3896 0.3659
Na -1.3558 -1.6113 -0.7522
Li 2.2791 -0.0560 -0.1968
*
```

natural (NBO) population analysis, charges in e, atoms 1 to 6: -0.616, 0.630, -0.700, 0.292, 0.292, 0.822

***

Formula: F4H2N2NaO9S4
Source: the Open Molecules 2025 dataset
Level of theory: ωB97M-V/def2-TZVPD

The calculation puts the lowest unoccupied orbital energy at 1.61 eV. As for the energy above the lowest of the compared OMol25 structures with the same formula, charge and spin: 0.00 kJ/mol. The value obtained for the orbital gap is 8.89 eV.

```
! RIJCOSX wB97M-V def2-TZVPD def2/J DEFGRID3
* xyz -1 1
Na 0.6889 -0.4566 0.2828
N -1.3984 -0.8541 -0.8885
S -1.6420 -0.9594 -2.4852
O -2.9665 -1.2912 -2.8464
O -0.5540 -1.5425 -3.1965
F -1.4711 0.5776 -2.7767
S -1.8368 -2.2970 -0.2882
O -1.7875 -3.4121 -1.1549
O -2.9195 -2.1833 0.6155
F -0.5815 -2.5666 0.7055
N 0.4434 1.8830 0.7585
S 0.4610 2.1411 2.3604
O -0.2717 3.2637 2.8000
O 1.6955 1.8045 2.9760
F -0.4750 0.8864 2.6813
S 1.2279 3.1083 0.0649
O 2.6294 3.0145 0.2188
O 0.5946 4.3498 0.2260
F 0.9701 2.7223 -1.4407
O 2.2007 -2.3997 0.4241
H 2.1688 -3.0110 1.1622
H 2.8237 -2.7778 -0.1989
*
```

natural (NBO) population analysis, charges in e, atoms 1 to 6: 0.946, -1.245, 2.511, -0.920, -0.940, -0.491

***

Formula: C6H10N2
Source: the Open Molecules 2025 dataset
Level of theory: ωB97M-V/def2-TZVPD

The calculation puts the lowest unoccupied orbital energy at 0.00 eV. As for the energy above the lowest of the compared OMol25 structures with the same formula, charge and spin: 477.76 kJ/mol. The value obtained for the orbital gap is 8.89 eV.

```
! RIJCOSX wB97M-V def2-TZVPD def2/J DEFGRID3
* xyz 0 1
C 2.5086 -1.2971 0.0045
C -0.3621 -0.3932 -0.8413
C 0.5084 0.5362 -0.3418
C -2.5080 -1.0293 0.2717
C 3.4144 1.0044 0.0560
C -1.8502 -0.3000 -0.8925
N 2.4144 -2.4095 0.2941
N 2.4786 -0.0654 -0.3407
H -0.0801 -1.3985 -1.1235
H 0.5157 1.5116 -0.0445
H -1.8022 -1.8703 0.5319
H -2.3218 -0.4143 1.1215
H -3.4854 -1.5044 0.3721
H 3.2929 1.5981 1.0090
H 4.5092 0.5286 0.1419
H 3.4660 1.8306 -0.6965
H -2.2526 0.7320 -0.7679
H -2.2684 -0.8365 -1.7988
*
```

natural (NBO) population analysis, charges in e, atoms 1 to 6: 0.398, -0.222, 0.078, -0.615, -0.419, -0.439

***

Formula: C31H36BF5N5O2S3Sb2Tl
Source: the Open Molecules 2025 dataset
Level of theory: ωB97M-V/def2-TZVPD

The calculation puts the lowest unoccupied orbital energy at -1.15 eV. As for the energy above the lowest of the compared OMol25 structures with the same formula, charge and spin: 0.00 kJ/mol. The value obtained for the orbital gap is 5.75 eV.

```
! RIJCOSX wB97M-V def2-TZVPD def2/J DEFGRID3
* xyz 0 1
Tl 2.5629 -0.4272 0.2576
C 1.7451 2.7476 -2.3644
N 2.2414 1.6305 -3.1373
C 3.3903 1.6564 -3.8962
C 3.5052 0.4375 -4.4653
N 2.4452 -0.3385 -4.0706
B 2.3046 -1.8263 -4.6302
N 1.4642 -2.7145 -3.6939
C 0.2454 -3.2696 -4.0142
C -0.1917 -3.9829 -2.9557
N 0.7760 -3.8751 -1.9745
C 0.7367 -4.4783 -0.6606
C 1.7887 -3.0970 -2.4330
S 3.2017 -2.7592 -1.5581
C 1.6762 0.4059 -3.2721
S 0.2449 -0.1593 -2.4747
H 2.5076 3.5218 -2.3619
H 1.5422 2.4462 -1.3364
H 0.8336 3.1561 -2.8046
H 4.0164 2.5286 -3.9512
H 4.2718 0.0424 -5.1071
H 1.7362 -1.7357 -5.6875
H 3.4167 -2.2608 -4.7121
H -0.2077 -3.1087 -4.9760
H -1.0823 -4.5698 -2.8155
H -0.2664 -4.8598 -0.4761
H 1.0011 -3.7426 0.0996
H 1.4518 -5.2990 -0.5901
C 0.1512 3.4932 4.1402
Sb -0.1074 2.4000 2.2681
C -2.0299 1.6408 2.8911
C -1.5627 5.3503 0.9684
C -2.8321 4.9059 0.9183
C -3.6432 4.9192 2.1274
C -4.8661 4.3692 2.1716
C -5.4239 3.7195 1.0046
C -4.7575 3.7126 -0.1594
C -3.4773 4.3894 -0.3173
C -2.9868 4.5927 -1.5531
Sb -1.3105 1.6459 -1.7138
C -2.8360 0.1154 -1.6913
C -1.7425 2.1853 -3.7852
H 1.0835 4.0573 4.1170
H 0.1857 2.7882 4.9677
H -0.6799 4.1858 4.2830
H -2.7002 2.4877 3.0271
H -1.9325 1.0938 3.8276
H -2.4371 0.9907 2.1174
H -0.9075 5.3487 0.1085
H -1.1681 5.7872 1.8776
H -3.2049 5.3684 3.0111
H -5.4443 4.3864 3.0861
H -6.3967 3.2523 1.0843
H -5.1812 3.2435 -1.0399
H -2.1001 5.1827 -1.7387
H -3.5210 4.2270 -2.4208
H -3.5879 0.3291 -2.4487
H -3.3004 0.0822 -0.7072
H -2.3595 -0.8399 -1.9140
H -2.7858 2.4956 -3.8588
H -1.5803 1.3225 -4.4283
H -1.1120 3.0101 -4.1187
O -0.2287 -0.0095 0.9182
N -0.4360 -0.9130 1.8612
C -1.2470 -1.9593 1.6198
C -1.4974 -2.9086 2.5743
C -0.8839 -2.7996 3.8183
C -0.0511 -1.7300 4.0504
C 0.1735 -0.7748 3.0614
S 1.2377 0.5632 3.3319
H -1.6553 -1.9945 0.6218
H -2.1549 -3.7330 2.3402
H -1.0432 -3.5523 4.5767
H 0.4702 -1.6087 4.9886
F 5.7362 -6.0452 3.4165
C 4.8291 -5.1582 2.9797
C 3.4830 -5.4763 2.9617
F 3.0838 -6.6773 3.3984
C 2.5523 -4.5719 2.4956
F 1.2528 -4.9412 2.4772
C 2.8864 -3.2827 2.0203
O 1.9925 -2.4611 1.5864
C 4.2724 -3.0106 2.0867
F 4.6981 -1.7907 1.6788
C 5.2170 -3.9055 2.5388
F 6.5094 -3.5665 2.5568
*
```

Mulliken population analysis, charges in e, atoms 1 to 6: 0.829, -1.153, 0.194, -0.591, -0.640, 0.668

***

Formula: CH3N2O2S
Source: the Open Molecules 2025 dataset
Level of theory: ωB97M-V/def2-TZVPD

The calculation puts the lowest unoccupied orbital energy (spin up / spin down) at 3.56 / 4.17 eV. As for the energy above the lowest of the compared OMol25 structures with the same formula, charge and spin: 493.00 kJ/mol. The value obtained for the orbital gap (spin up / spin down) is 6.55 / 7.27 eV.

```
! RIJCOSX wB97M-V def2-TZVPD def2/J DEFGRID3
* xyz -1 1
C 1.0302 -0.1310 0.6485
N -1.5564 1.4541 0.3977
N -1.3912 0.2780 0.3628
O 3.5065 -0.6148 0.7595
O 2.4927 0.5491 -1.3649
S 2.6807 0.5313 0.0645
H 0.9096 -1.1680 0.6435
H 0.8416 0.1275 1.7042
H -2.5159 1.9467 0.2996
*
```

natural (NBO) population analysis, charges in e, atoms 1 to 6: -0.565, -0.360, -0.023, -1.024, -1.039, 1.432